Record 1
{"formula": "C23H13Cl5FIrN2O2", "method": "ωB97M-V with the def2-TZVPD basis set", "total_energy_ev": -99294.814, "multiplicity": 6, "max_force_ev_per_a": 0.747, "e_homo_ev": [-10.2, -11.8], "s_squared": 8.826, "total_charge": 1, "elements": ["Ir", "C", "O", "C", "C", "C", "C", "C", "C", "N", "N", "C", "C", "O", "C", "C", "C", "C", "C", "C", "C", "C", "H", "H", "H", "H", "H", "H", "H", "H", "H", "H", "H", "H", "H", "Cl", "C", "C", "C", "Cl", "C", "Cl", "C", "Cl", "C", "Cl", "F"], "positions_angstrom": [[0.611826, -1.025808, -0.620463], [3.267063, -2.307596, 1.175815], [2.228354, -1.303960, 1.266851], [1.586040, -1.159083, 2.446410], [2.065007, -1.625371, 3.649796], [1.371903, -1.330893, 4.817627], [0.194029, -0.565231, 4.791553], [-0.310897, -0.121303, 3.601734], [0.358881, -0.431744, 2.386670], [-0.106928, -0.076438, 1.174827], [-1.240253, 0.712783, 1.217954], [-1.585747, 1.346201, 0.128039], [-0.877219, 1.338207, -1.137820], [0.337964, 0.715635, -1.283279], [-1.405752, 1.925832, -2.262590], [-2.606835, 2.607788, -2.206250], [-3.331057, 2.730194, -0.982475], [-4.521200, 3.467664, -0.926116], [-5.202866, 3.606041, 0.263734], [-4.706294, 3.007904, 1.420123], [-3.532249, 2.273555, 1.381231], [-2.836707, 2.119612, 0.185333], [4.136959, -1.985917, 1.742667], [3.522650, -2.380921, 0.125296], [2.891421, -3.262271, 1.537173], [2.979256, -2.198481, 3.693806], [1.756976, -1.692789, 5.761838], [-0.321544, -0.337745, 5.714553], [-1.226441, 0.443489, 3.547488], [-0.848259, 1.849767, -3.188333], [-3.003559, 3.069863, -3.101873], [-4.898066, 3.929676, -1.831124], [-6.117235, 4.183060, 0.300326], [-5.239955, 3.119793, 2.354659], [-3.138048, 1.818344, 2.278578], [3.668852, 0.167644, -1.169969], [3.049869, -0.925733, -2.362537], [1.762933, -1.432416, -2.224890], [1.226114, -2.208671, -3.236606], [-0.433307, -2.679856, -3.077685], [1.973983, -2.562313, -4.347997], [1.290160, -3.547683, -5.568677], [3.282658, -2.086780, -4.456989], [4.220559, -2.494530, -5.824243], [3.821462, -1.254763, -3.469864], [5.411550, -0.639411, -3.628136], [0.473954, -2.795344, -0.056170]], "atomic_forces_ev_per_a": [[0.72, 0.17, 0.08], [-0.12, 0.07, 0.00], [0.14, -0.12, -0.20], [-0.01, -0.01, 0.08], [0.05, -0.06, 0.06], [-0.08, 0.06, 0.04], [0.12, -0.07, 0.01], [0.05, 0.00, -0.01], [-0.13, 0.17, -0.13], [-0.67, 0.06, -0.02], [0.14, -0.13, 0.09], [0.13, -0.03, -0.16], [0.13, -0.19, 0.41], [-0.23, 0.13, -0.01], [0.00, 0.08, -0.18], [-0.19, 0.05, 0.08], [0.20, -0.02, -0.30], [-0.18, 0.08, 0.03], [-0.01, 0.03, -0.11], [0.11, -0.09, 0.04], [-0.10, 0.01, 0.11], [0.24, -0.08, -0.06], [0.03, 0.04, 0.02], [-0.01, 0.02, -0.03], [-0.04, -0.01, 0.02], [-0.01, 0.02, 0.02], [-0.01, 0.01, -0.02], [0.02, -0.03, -0.01], [-0.01, -0.01, 0.00], [-0.03, 0.02, 0.04], [0.01, 0.01, 0.05], [0.02, -0.01, 0.03], [0.01, -0.02, 0.00], [0.03, 0.00, 0.00], [-0.04, 0.01, -0.01], [-0.12, -0.11, -0.08], [0.07, 0.00, 0.02], [-0.26, 0.14, 0.17], [-0.06, 0.01, -0.13], [0.09, 0.08, 0.06], [-0.11, -0.13, -0.13], [0.03, 0.01, 0.01], [0.08, 0.01, -0.07], [-0.01, -0.02, 0.01], [0.09, 0.03, 0.00], [-0.02, -0.02, -0.02], [-0.05, -0.17, 0.19]], "lowdin_spin": [2.094, 0.006, 0.132, 0.130, -0.008, 0.177, 0.011, 0.102, 0.087, 0.383, 0.274, 0.099, 0.209, 0.332, 0.026, 0.262, 0.012, 0.060, -0.001, 0.058, 0.013, 0.042, 0.002, 0.001, 0.000, -0.004, 0.009, -0.002, 0.005, -0.003, 0.012, 0.002, -0.001, 0.003, 0.001, 0.024, 0.032, 0.037, 0.042, 0.065, -0.005, 0.000, 0.037, 0.016, -0.006, -0.003, 0.237]}

---

Record 2
{"formula": "C23H14BrCrN8O10", "method": "ωB97M-V with the def2-TZVPD basis set", "total_energy_ev": -154936.041, "multiplicity": 2, "max_force_ev_per_a": 1.362, "e_homo_ev": [-9.3, -8.9], "s_squared": 0.761, "elements": ["Cr", "Br", "C", "C", "C", "C", "C", "N", "C", "O", "O", "H", "H", "H", "O", "C", "N", "C", "O", "C", "C", "C", "C", "C", "C", "H", "H", "H", "H", "N", "C", "N", "N", "C", "N", "H", "H", "H", "H", "O", "C", "O", "C", "C", "C", "C", "C", "C", "N", "O", "O", "N", "O", "O", "H", "H", "H"], "positions_angstrom": [[0.296460, 0.302742, -0.115862], [1.104577, 2.540222, 2.545862], [0.409850, 0.831007, 2.936191], [0.307161, 0.450860, 4.262614], [-0.273960, -0.770765, 4.558867], [-0.767316, -1.542024, 3.520960], [-0.616353, -1.085252, 2.230387], [-0.004933, 0.071607, 1.919289], [-1.185121, -1.812524, 1.025764], [-1.854303, -2.808717, 1.176619], [-0.904215, -1.209461, -0.080054], [0.678659, 1.108019, 5.034041], [-0.370517, -1.089489, 5.587748], [-1.279695, -2.479901, 3.678275], [2.055185, 1.578719, -0.290310], [2.756752, 0.577343, -0.076132], [2.124795, -0.571568, 0.221466], [3.042048, -1.529384, 0.635600], [2.780986, -2.613601, 1.088594], [4.408371, -0.908932, 0.453467], [5.674340, -1.411798, 0.647646], [6.756725, -0.580297, 0.358812], [6.566180, 0.712810, -0.109027], [5.283515, 1.224250, -0.297155], [4.222507, 0.396706, -0.000928], [5.826934, -2.422948, 1.001309], [7.761699, -0.955689, 0.500813], [7.418152, 1.339140, -0.338888], [5.121735, 2.225973, -0.672457], [-2.694323, -0.490458, -3.603962], [-1.739657, -0.437897, -4.532237], [-2.005953, -0.781932, -5.800367], [-0.497174, -0.081145, -4.261856], [-0.048691, 0.121166, -3.082658], [0.446769, 0.305173, -2.047153], [-3.651203, -0.668267, -3.851373], [-2.512280, -0.022053, -2.715752], [-2.927202, -1.039606, -6.098381], [-1.261052, -0.727389, -6.470045], [-2.470516, 1.261702, -1.891257], [-2.042097, 1.963190, -0.981176], [-1.111508, 1.678551, -0.147141], [-2.646095, 3.325019, -0.723816], [-1.846859, 4.335991, -0.205369], [-2.423801, 5.546962, 0.133762], [-3.779789, 5.778003, -0.011767], [-4.550981, 4.757465, -0.535455], [-4.000282, 3.542700, -0.911663], [-5.998534, 4.961795, -0.663810], [-6.676095, 3.998728, -0.964737], [-6.427157, 6.081710, -0.465514], [-1.583682, 6.612716, 0.698233], [-2.102222, 7.696881, 0.881266], [-0.425458, 6.341697, 0.945190], [-0.788757, 4.175601, -0.057056], [-4.216710, 6.720936, 0.276105], [-4.632215, 2.770527, -1.326930]], "atomic_forces_ev_per_a": [[-0.77, -0.42, 0.68], [0.01, -0.06, 0.03], [-0.06, -0.02, -0.25], [0.03, -0.06, 0.05], [-0.03, 0.11, -0.10], [-0.07, -0.07, 0.04], [0.02, 0.09, -0.33], [0.04, 0.27, 1.07], [-0.08, -0.29, 0.89], [0.11, 0.17, -0.18], [0.77, 0.66, -0.91], [-0.02, 0.02, 0.00], [0.03, -0.03, 0.00], [0.02, -0.02, -0.04], [-0.37, 0.11, -0.24], [0.01, -0.44, 0.29], [-0.26, 0.33, -0.17], [-0.13, -0.13, 0.18], [0.12, 0.00, -0.08], [0.05, 0.33, -0.15], [-0.03, -0.12, 0.01], [0.00, -0.03, 0.03], [-0.03, 0.09, -0.04], [-0.11, 0.00, 0.02], [0.25, -0.12, 0.00], [-0.04, 0.00, 0.01], [0.01, 0.03, -0.02], [0.04, -0.06, 0.03], [0.02, 0.02, 0.04], [0.19, -0.72, -1.02], [-0.61, -0.18, 0.66], [-0.01, 0.04, -0.14], [0.63, 0.08, -0.67], [-0.10, -0.02, 0.30], [-0.25, -0.23, -0.93], [0.01, -0.08, -0.11], [-0.06, -0.06, 0.13], [0.00, 0.02, 0.00], [0.01, -0.03, -0.01], [-0.16, 0.87, 0.79], [0.32, 0.29, 0.32], [0.46, -0.22, -0.27], [0.03, 0.02, 0.10], [0.09, 0.07, 0.14], [-0.26, -0.34, -0.20], [-0.05, 0.14, 0.00], [0.51, -0.06, 0.09], [-0.24, -0.07, -0.08], [-0.34, 0.11, -0.13], [0.11, 0.10, 0.03], [0.09, -0.17, 0.01], [0.16, 0.27, 0.08], [0.06, -0.19, -0.01], [-0.14, 0.01, -0.05], [-0.01, -0.02, 0.07], [-0.03, 0.02, 0.00], [0.02, -0.03, 0.04]], "lowdin_spin": [0.970, 0.001, 0.001, 0.000, 0.001, 0.000, 0.001, -0.002, 0.001, 0.000, 0.002, 0.000, 0.000, 0.000, -0.001, 0.001, -0.006, -0.001, 0.001, -0.001, 0.000, 0.000, 0.000, 0.000, 0.000, 0.000, 0.000, 0.000, 0.000, 0.002, 0.003, 0.002, 0.005, 0.011, -0.003, 0.000, 0.000, 0.000, 0.000, 0.005, 0.002, 0.004, 0.000, 0.000, 0.000, 0.000, 0.000, 0.000, 0.000, 0.000, 0.000, 0.000, 0.000, 0.000, 0.000, 0.000, 0.000]}

---

Record 3
{"formula": "C23H15Cl2N7SSeZn", "method": "ωB97M-V with the def2-TZVPD basis set", "total_energy_ev": -184168.219, "max_force_ev_per_a": 0.365, "e_homo_ev": -5.1, "elements": ["Zn", "N", "C", "C", "C", "C", "C", "C", "S", "N", "C", "C", "C", "C", "C", "C", "N", "H", "H", "H", "H", "H", "H", "H", "H", "H", "Cl", "C", "C", "C", "C", "C", "Cl", "C", "N", "H", "H", "H", "Se", "N", "C", "C", "C", "C", "N", "C", "N", "H", "H", "H"], "positions_angstrom": [[0.095262, 0.912649, -0.108563], [0.140369, -2.665564, -2.472904], [-1.005426, -3.479437, -2.311747], [-1.019529, -4.765957, -2.817846], [-2.145054, -5.565160, -2.657611], [-3.241079, -5.081539, -1.963481], [-3.212710, -3.795616, -1.436653], [-2.106853, -2.982789, -1.625857], [-2.147252, -1.314169, -1.059512], [-0.485761, -0.954379, -1.000569], [0.384187, -1.575510, -1.691718], [1.789682, -1.051463, -1.632086], [2.881857, -1.721507, -2.149944], [4.130391, -1.114074, -2.066757], [4.237172, 0.126879, -1.474358], [3.093532, 0.720288, -0.954574], [1.905059, 0.135147, -1.029586], [0.883134, -3.023875, -3.043225], [-0.151639, -5.142950, -3.346596], [-2.155996, -6.563949, -3.071568], [-4.118854, -5.697717, -1.826395], [-4.066001, -3.412648, -0.890480], [2.791633, -2.702005, -2.594468], [5.003097, -1.614736, -2.463834], [5.186645, 0.637395, -1.399458], [3.109301, 1.685488, -0.463760], [1.672322, 2.896280, 1.350903], [0.418735, 4.075407, 0.846503], [0.567638, 5.341926, 1.377387], [-0.321398, 6.346726, 1.035521], [-1.347206, 6.018034, 0.140528], [-1.468884, 4.755949, -0.372032], [-2.793547, 4.445198, -1.478984], [-0.600549, 3.623511, -0.077386], [-0.790864, 2.446480, -0.594857], [1.387209, 5.535712, 2.057866], [-0.224906, 7.343979, 1.438989], [-2.068290, 6.767366, -0.161764], [1.675880, -2.483907, 3.463816], [0.737572, -1.632929, 4.705410], [0.091548, -0.671698, 4.081762], [-0.757742, 0.304774, 4.708823], [-1.344263, 1.227043, 3.919429], [-1.107284, 1.219583, 2.494684], [-0.375019, 0.334672, 1.889026], [0.256598, -0.621834, 2.653204], [1.037628, -1.528005, 2.115399], [-0.897812, 0.275822, 5.780750], [-1.988342, 1.995248, 4.322398], [-1.534188, 1.991865, 1.856178]], "atomic_forces_ev_per_a": [[0.13, 0.13, -0.28], [-0.17, 0.09, -0.04], [0.11, 0.07, 0.01], [0.00, -0.06, 0.01], [-0.02, 0.04, 0.02], [0.03, 0.01, -0.01], [0.01, -0.03, 0.00], [-0.15, -0.15, 0.01], [0.15, 0.08, -0.10], [-0.22, 0.09, 0.10], [0.27, -0.09, -0.01], [-0.25, -0.01, 0.05], [0.09, 0.07, -0.02], [-0.07, -0.08, -0.02], [0.04, 0.10, 0.04], [-0.04, -0.07, -0.05], [0.05, -0.06, 0.18], [0.02, -0.04, 0.01], [0.00, 0.00, 0.00], [0.00, 0.00, 0.00], [0.00, 0.00, -0.01], [0.01, 0.00, 0.01], [0.00, 0.00, -0.01], [0.01, 0.00, 0.00], [0.00, -0.01, 0.00], [0.04, 0.00, -0.01], [-0.15, 0.01, -0.09], [0.21, -0.18, 0.14], [-0.06, 0.07, -0.02], [-0.01, -0.11, -0.04], [0.02, 0.12, 0.05], [-0.17, -0.14, -0.15], [0.09, 0.02, 0.08], [0.02, 0.23, 0.08], [-0.07, -0.17, 0.09], [0.01, 0.00, 0.00], [0.00, 0.01, 0.00], [0.00, 0.00, 0.00], [-0.22, -0.22, 0.00], [0.24, 0.18, 0.05], [-0.23, 0.01, 0.20], [0.08, -0.20, -0.02], [0.03, 0.02, -0.32], [-0.11, 0.03, 0.30], [0.28, -0.07, -0.02], [-0.27, 0.16, -0.19], [0.24, 0.15, -0.03], [0.01, 0.00, 0.00], [0.02, 0.01, 0.01], [0.00, -0.02, -0.01]], "mulliken_charge": [-0.356, -0.146, 0.358, -0.668, -0.585, -0.636, -0.618, 0.575, -0.228, 0.112, 0.690, 0.741, -0.791, -0.505, -0.832, 0.071, -0.037, 0.153, 0.330, 0.380, 0.382, 0.393, 0.300, 0.431, 0.413, 0.404, -0.332, 1.144, -0.709, -0.413, -0.573, 0.287, -0.247, -0.151, -0.648, 0.360, 0.366, 0.362, 0.260, -0.797, 0.761, -0.464, -0.812, -0.196, 0.195, 0.380, -0.486, 0.445, 0.432, 0.503]}